[1]
Formula: CH3NO2S
Source: the OMol25 dataset
Level of theory: the ωB97M-V functional and the def2-TZVPD basis

Each line ends with the natural charge from an NBO analysis.
Atoms and positions in Å:
C -1.0865 0.2252 -0.0113  -0.85
N 1.1647 -1.3020 -0.0970  0.03
O 2.3645 -1.5436 -0.0025  -0.22
O 1.1359 1.4959 0.4935  -0.92
S 0.6147 0.6065 -0.5152  1.22
H -1.4219 0.5743 1.0533  0.26
H -1.1746 -0.8478 -0.1535  0.24
H -1.5967 0.7916 -0.7673  0.23

* total energy: -17501.8881 eV
* max |F|: 5.09 eV/Å
* LUMO (spin up / spin down): -1.1016 / -1.0957 eV
* 2S+1: 1
* energy relative to the best compared isomer or geometry (same formula, charge and spin): 82.60 kcal per mole
* SMILES: CS(=O)#[N+][O-]
* Kohn-Sham gap (spin up / spin down): 7.66 / 7.66 eV


[2]
Formula: C32H43AuBrFN3O3
Source: the OMol25 dataset
Level of theory: the ωB97M-V functional and the def2-TZVPD basis

Each line ends with the Mulliken spin population.
Atoms and positions in Å:
Au 0.4975 -0.4473 0.7961  0.20
N -0.4934 4.8391 2.8198  0.00
C -0.0572 3.6836 1.9092  0.00
C -1.1448 3.4560 0.8456  0.00
C -1.9852 2.1815 1.0125  0.00
N -1.4137 1.0357 0.2781  0.00
C -2.1685 1.8803 2.5046  0.00
C -0.8583 1.6078 3.2593  -0.02
N -0.4653 0.1936 3.1110  0.07
C 0.3057 2.4772 2.7469  0.01
H -0.6120 5.6871 2.2695  0.00
H 0.2149 5.0125 3.5287  0.00
H -1.3742 4.6311 3.2831  0.00
H 0.8443 4.0275 1.3977  0.00
H -0.6579 3.4624 -0.1308  0.00
H -1.8353 4.3063 0.8491  0.00
H -2.9751 2.3990 0.6001  0.00
H -1.2073 1.3102 -0.6786  0.00
H -2.1092 0.3007 0.2328  0.01
H -2.8486 1.0376 2.6364  0.00
H -2.6692 2.7444 2.9552  0.00
H -1.0383 1.8338 4.3162  0.00
H -1.2396 -0.4295 3.3136  0.00
H 0.2900 -0.0380 3.7466  0.00
H 0.9113 1.8794 2.0676  0.01
H 0.9688 2.7722 3.5693  0.00
C -3.5205 -3.7734 1.4546  0.01
C -3.9507 -2.6277 0.5293  0.00
C -3.9838 -1.3132 1.3127  0.02
C -3.1023 -2.5603 -0.7288  0.11
C -3.7116 -2.4812 -1.9524  -0.03
C -2.9757 -2.6164 -3.1405  0.26
C -1.6290 -2.9958 -3.0898  -0.05
C -0.9468 -3.0816 -1.9004  0.07
C 0.4295 -3.7175 -1.8835  0.03
C 1.5682 -2.6914 -1.9508  0.02
C 0.6100 -4.6745 -0.6989  0.01
C -1.6374 -2.6261 -0.6874  0.28
O -1.0249 -2.3018 0.3602  0.29
H -4.2075 -3.8432 2.3009  0.00
H -2.5141 -3.6090 1.8350  0.00
H -3.5401 -4.7317 0.9300  0.00
H -4.9662 -2.8399 0.1910  0.00
H -3.0127 -1.1612 1.7873  0.00
H -4.7465 -1.3599 2.0939  0.00
H -4.2228 -0.4652 0.6638  -0.01
H -4.7887 -2.3625 -2.0008  0.00
H -3.4751 -2.5261 -4.0973  0.00
H -1.1198 -3.2697 -4.0075  0.00
H 0.4865 -4.3118 -2.7975  0.01
H 1.4705 -1.9599 -1.1501  0.03
H 1.5655 -2.1582 -2.9026  0.00
H 2.5314 -3.1964 -1.8439  0.00
H 0.6130 -4.1342 0.2475  0.00
H 1.5589 -5.2034 -0.7973  0.00
H -0.1896 -5.4192 -0.6691  0.00
Br 0.8254 0.5229 -6.8136  0.00
C 1.0696 1.0844 -5.0190  0.00
C 0.4646 0.3649 -4.0038  -0.01
C 0.6481 0.7710 -2.6892  0.01
C 1.4053 1.8981 -2.3904  0.00
C 1.9969 2.6102 -3.4293  0.00
C 1.8465 2.1991 -4.7458  0.00
C 1.5329 2.4056 -0.9704  0.03
O 1.6391 3.6367 -0.8136  0.01
O 1.5100 1.5479 -0.0253  0.04
H -0.1401 -0.5027 -4.2380  0.01
H 0.2089 0.1957 -1.8808  -0.01
H 2.5774 3.4931 -3.1905  0.00
H 2.3177 2.7469 -5.5511  0.00
F 6.1695 2.7482 0.5146  0.01
C 5.3036 1.7519 0.7472  0.11
C 4.9810 0.8877 -0.2839  -0.04
C 4.0754 -0.1233 -0.0416  0.08
C 3.4732 -0.2783 1.2164  -0.06
C 2.4591 -1.2857 1.4451  0.42
C 3.8593 0.5985 2.2392  0.09
C 4.7726 1.6117 2.0159  -0.04
H 5.4324 1.0254 -1.2580  0.00
H 3.8024 -0.7982 -0.8461  0.00
H 2.2653 -1.5111 2.4935  0.00
H 2.5322 -2.1827 0.8345  0.01
H 3.4353 0.4688 3.2312  0.00
H 5.0895 2.2813 2.8056  0.00

* total energy: -120939.6498 eV
* expectation value of S²: 2.0592
* max |F|: 1.15 eV/Å
* total charge: +1
* LUMO (spin up / spin down): -3.0008 / -4.4176 eV
* 2S+1: 3
* Kohn-Sham gap (spin up / spin down): 6.46 / 5.97 eV


[3]
Formula: C4H7N3
Source: the OMol25 dataset
Level of theory: the ωB97M-V functional and the def2-TZVPD basis

Each line ends with the natural charge from an NBO analysis.
Atoms and positions in Å:
C -2.1656 0.3669 -0.1927  -0.64
C -0.8929 -0.3469 0.1912  -0.34
N 0.2252 0.5189 0.3036  -0.46
C 1.4140 -0.0667 0.1608  0.28
N 1.3241 -1.3986 0.0687  -0.77
C 2.5965 0.7123 -0.0296  0.21
N 3.5588 1.3389 -0.1904  -0.27
H -2.0410 0.9498 -1.1135  0.20
H -2.5400 1.0455 0.5904  0.19
H -2.9541 -0.3665 -0.3860  0.23
H 0.2010 -1.4487 -0.3094  0.36
H -0.9842 -0.9717 1.0866  0.20
H 0.1473 1.5235 0.2013  0.41
H 2.1110 -1.8566 -0.3809  0.39

* total energy: -8729.0841 eV
* max |F|: 1.15 eV/Å
* LUMO (spin up / spin down): 0.2311 / 0.2309 eV
* 2S+1: 1
* energy relative to the best compared isomer or geometry (same formula, charge and spin): 59.85 kcal per mole
* Kohn-Sham gap (spin up / spin down): 7.82 / 7.82 eV


[4]
Formula: C3H3N3O
Source: the OMol25 dataset
Level of theory: the ωB97M-V functional and the def2-TZVPD basis

Each line ends with the natural charge from an NBO analysis.
Atoms and positions in Å:
N -2.0814 0.6698 0.8687  -0.62
C -1.2373 0.2033 0.1076  0.41
N 0.8712 -1.2011 0.0002  -0.23
N 0.8139 -2.3886 0.0984  -0.16
O 1.5923 2.4129 -0.1485  -0.47
C 1.7171 1.2983 -0.0024  0.49
C -0.2492 -0.2377 -0.6330  -0.41
H -2.8002 0.0067 1.1607  0.39
H 1.6700 -0.5881 0.2643  0.35
H -0.2964 -0.1755 -1.7161  0.25

* total energy: -9672.5159 eV
* max |F|: 1.91 eV/Å
* LUMO: 0.5592 eV
* 2S+1: 1
* energy relative to the best compared isomer or geometry (same formula, charge and spin): 113.88 kcal per mole
* Kohn-Sham gap: 8.79 eV


Question: Which formula does entry 3 have?
Answer: C4H7N3


Question: The highest total energy belongs to which entry?
Answer: C4H7N3


What did the first record say?
Formula: CH3NO2S
Source: the OMol25 dataset
Level of theory: the ωB97M-V functional and the def2-TZVPD basis

Each line ends with the natural charge from an NBO analysis.
Atoms and positions in Å:
C -1.0865 0.2252 -0.0113  -0.85
N 1.1647 -1.3020 -0.0970  0.03
O 2.3645 -1.5436 -0.0025  -0.22
O 1.1359 1.4959 0.4935  -0.92
S 0.6147 0.6065 -0.5152  1.22
H -1.4219 0.5743 1.0533  0.26
H -1.1746 -0.8478 -0.1535  0.24
H -1.5967 0.7916 -0.7673  0.23

* total energy: -17501.8881 eV
* max |F|: 5.09 eV/Å
* LUMO (spin up / spin down): -1.1016 / -1.0957 eV
* 2S+1: 1
* energy relative to the best compared isomer or geometry (same formula, charge and spin): 82.60 kcal per mole
* SMILES: CS(=O)#[N+][O-]
* Kohn-Sham gap (spin up / spin down): 7.66 / 7.66 eV